71
Properties=species:S:1:pos:R:3:forces:R:3:mulliken_charge:R:1 method="wB97M-V/def2-TZVPD" gap_ev="5.579 / 5.342" charge=+2 e_lumo_ha="-0.292 / -0.301" relative_energy_ev=0.015 max_force_ha_per_bohr=0.0473
Sc 0.43877 0.25931 -0.03476 0.13 2.41 -0.35 0.0871
C -2.98078 -1.48063 0.93720 0.03 -0.09 -0.01 -0.6799
C -2.59324 -2.11937 -0.39539 -0.08 0.46 0.07 -0.6619
Ge -0.66594 -2.28058 -0.72076 0.11 -0.87 1.00 0.0879
C -0.41688 -3.04508 -2.49321 0.14 0.33 -0.45 -0.5400
C 0.97864 -3.22169 -3.07817 0.01 -0.11 0.07 -1.0863
C 0.03055 -3.55273 0.55747 -0.08 -0.37 -0.08 -0.1676
C 0.66896 -3.31898 1.70573 0.05 -0.69 0.30 0.4089
Ge 1.07612 -1.49402 2.16577 -0.32 -0.61 -0.07 0.0111
C 0.01899 -0.59777 3.52247 -0.15 0.16 0.14 0.2006
C 0.24445 -1.13580 4.94871 -0.07 0.10 -0.01 -1.3813
C 2.90061 -0.81341 2.07912 0.15 0.20 -0.19 0.1788
C 3.80225 -1.33064 3.21563 0.05 0.08 -0.02 -1.4075
C 1.02912 -4.37079 2.70365 -0.13 0.00 -0.27 0.6521
C 1.72723 -4.04071 3.85939 0.06 0.01 0.12 0.1936
C 2.07511 -4.99792 4.80364 -0.04 0.00 -0.06 -1.5442
C 1.72158 -6.31991 4.59386 0.00 -0.03 0.02 -0.4797
C 1.01840 -6.67259 3.44625 0.02 0.04 0.01 -0.8626
C 0.67507 -5.71074 2.51482 -0.02 -0.02 -0.01 -0.5918
H -4.06405 -1.41183 1.04247 0.01 -0.03 -0.01 0.4662
H -2.58904 -0.46014 1.03308 -0.02 -0.01 -0.04 -0.1564
H -2.60812 -2.06341 1.78268 0.02 0.01 -0.03 0.2448
H -3.04328 -1.59237 -1.23747 -0.05 -0.01 0.00 0.4231
H -2.91695 -3.16386 -0.45546 -0.07 0.03 0.03 0.4706
H -1.05497 -2.48345 -3.17637 -0.03 -0.07 -0.06 0.4154
H -0.89906 -4.01687 -2.33182 -0.01 -0.01 -0.05 0.3472
H 1.45947 -2.26477 -3.27944 -0.02 0.02 -0.02 0.2271
H 0.92652 -3.76059 -4.02434 -0.01 -0.01 0.01 0.4155
H 1.62859 -3.80019 -2.41701 -0.02 0.03 0.01 0.2975
H -0.22725 -4.58502 0.31039 0.10 0.01 0.03 0.3897
H -1.03428 -0.67581 3.24822 0.00 0.01 0.04 0.3159
H 0.29922 0.45639 3.46352 -0.05 0.03 0.10 0.2105
H -0.06816 -2.17390 5.04374 0.00 -0.01 -0.03 0.3934
H -0.34689 -0.54308 5.64732 0.01 -0.02 0.00 0.4389
H 1.28604 -1.06154 5.26157 0.00 0.00 -0.02 0.2604
H 2.81938 0.27661 2.12683 0.11 0.02 0.02 0.3063
H 3.33290 -1.06658 1.11328 0.10 -0.03 0.03 0.3131
H 3.41285 -1.08533 4.20390 -0.02 0.01 -0.02 0.2945
H 4.78014 -0.85624 3.12550 -0.01 -0.01 0.02 0.4336
H 3.94842 -2.40754 3.16043 0.00 0.01 -0.03 0.3971
H 2.01891 -3.01491 4.05534 0.00 0.06 -0.03 0.5915
H 2.61884 -4.71122 5.69426 -0.01 0.00 -0.02 0.4234
H 1.98854 -7.07590 5.32036 -0.01 0.01 -0.01 0.4266
H 0.73471 -7.70352 3.28097 0.01 0.01 0.00 0.4237
H 0.12225 -6.01387 1.63605 0.01 -0.02 0.02 0.3661
C 5.29436 1.39935 -2.85011 -0.19 -0.14 0.05 -0.8381
N 4.17027 0.65947 -2.24837 0.30 -0.01 -0.06 0.1191
C 4.12939 -0.69931 -2.00668 0.11 0.20 -0.11 -0.7754
C 2.94729 -0.94239 -1.39704 -0.06 0.15 -0.05 -1.0416
N 2.25868 0.25962 -1.25726 -0.27 -0.27 0.23 0.3650
C 3.04746 1.19556 -1.78246 -0.10 -0.04 -0.05 -0.4127
H 5.85012 0.72111 -3.48987 0.00 0.00 -0.02 0.3257
H 5.94443 1.78383 -2.06916 0.02 -0.01 0.02 0.3361
H 4.90381 2.21731 -3.44858 0.00 0.00 0.00 0.3415
H 4.92963 -1.35678 -2.30160 -0.01 0.03 0.02 0.4719
H 2.54780 -1.88571 -1.06282 -0.04 0.00 0.00 0.8385
H 2.82056 2.24744 -1.85580 0.01 -0.01 0.05 0.5003
C 0.68916 2.20328 0.95948 0.34 -0.44 -0.09 -0.9145
C -0.76061 2.33698 0.85981 0.30 0.09 0.00 0.5593
C -1.34823 2.40164 -0.41600 -0.01 -0.44 -0.06 -0.2319
C -2.73592 2.47560 -0.56266 -0.02 -0.10 0.02 -0.9415
C -3.53640 2.48959 0.56280 -0.03 0.00 0.03 -0.5202
C -2.96291 2.41741 1.83837 0.01 -0.08 -0.05 -0.7253
C -1.59505 2.31795 1.99145 -0.27 -0.16 -0.09 -0.5159
H 1.12566 2.33674 1.94441 -0.06 -0.06 0.09 0.4964
H 1.23488 2.79952 0.22588 0.02 0.00 -0.09 0.5246
H -0.71181 2.49657 -1.29601 0.01 0.13 -0.03 0.6366
H -3.17659 2.55502 -1.54798 0.02 0.00 0.02 0.4926
H -4.61061 2.56919 0.45895 0.03 0.01 0.02 0.4434
H -3.59927 2.44307 2.71378 0.00 0.00 -0.02 0.4319
H -1.15755 2.25859 2.97972 0.01 0.08 -0.01 0.4811

80
Properties=species:S:1:pos:R:3:forces:R:3:lowdin_spin:R:1 method="wB97M-V/def2-TZVPD" gap_ev="6.465 / 6.318" spin_multiplicity=4 charge=+1 s_squared=3.78 e_lumo_ha="-0.114 / -0.132" relative_energy_ev=2.429 max_force_ha_per_bohr=0.0151
Tc -0.54074 -0.12663 -0.02906 0.13 0.35 -0.49 2.5287
C 2.07741 5.33688 -0.97832 0.00 -0.01 -0.04 0.0018
C 0.55600 5.27323 -0.94050 0.06 -0.10 -0.03 0.0026
N -0.01891 4.07121 -1.53969 0.04 -0.06 0.04 0.0391
C 0.19277 2.83225 -0.99517 -0.32 0.13 -0.34 0.0472
S -0.61914 1.45307 -1.85613 0.08 0.14 0.22 0.0311
N 0.80490 2.58678 0.07800 0.14 -0.37 0.44 -0.0299
N 0.73300 1.31137 0.60788 0.16 0.25 -0.11 0.1150
C 1.83860 1.05346 1.51138 -0.20 -0.14 -0.13 0.0132
C 2.83688 2.15855 1.71278 0.09 -0.05 0.05 -0.0003
C 0.10131 -0.36944 2.87432 -0.06 -0.06 -0.11 0.0039
C 0.63742 -1.00673 4.18538 -0.05 0.06 0.04 0.0031
C 0.87495 -2.46713 4.05811 0.09 0.10 0.03 0.0210
C 0.50012 -3.13972 2.97009 -0.06 -0.02 -0.12 -0.0014
C -0.12569 -2.45354 1.84240 0.26 -0.28 -0.10 0.0326
N -0.35827 -1.20157 1.77132 -0.29 0.07 0.72 -0.0030
H 2.41365 6.29638 -0.58107 0.00 -0.05 -0.01 0.0001
H 2.44585 5.24743 -2.00314 -0.01 0.02 0.04 0.0000
H 2.51571 4.54108 -0.37661 -0.01 0.03 -0.02 0.0000
H 0.13214 6.11290 -1.48794 -0.05 0.04 0.03 0.0000
H 0.19852 5.33009 0.08956 0.02 -0.01 0.00 0.0006
H -0.27490 4.11010 -2.51090 0.03 -0.03 -0.02 0.0009
H 3.33140 2.42921 0.77863 -0.01 -0.02 0.04 -0.0001
H 3.58975 1.84452 2.43647 -0.03 0.00 -0.02 0.0001
H 2.33536 3.04360 2.10062 0.02 0.00 -0.01 -0.0001
H 0.03343 -0.79971 5.07070 0.00 -0.04 0.03 0.0008
H 1.33393 -2.98681 4.89448 -0.04 0.03 -0.03 0.0010
H 0.65552 -4.20771 2.88475 -0.03 0.03 -0.02 -0.0006
H -0.36204 -3.01530 0.94645 0.01 -0.07 0.06 0.0005
C -2.82585 -3.98629 -0.35252 -0.03 0.03 -0.13 0.0015
C -3.47983 -2.69548 -0.83373 0.20 -0.13 0.06 0.0015
S -2.41768 -1.27866 -1.22168 -0.08 0.11 0.07 0.0401
C -1.92573 -1.46703 -2.95049 -0.02 0.01 0.06 0.0075
C -0.68718 -2.29978 -3.29297 -0.01 0.06 0.01 0.0019
S 0.58334 -2.40399 -1.99966 0.03 -0.02 -0.01 0.0387
C 0.77382 -4.21065 -1.92080 -0.05 0.03 0.07 0.0098
C -0.23707 -5.01828 -1.11168 -0.07 0.10 -0.02 0.0003
S -1.97566 -4.93712 -1.64678 0.00 -0.03 -0.08 0.0001
H -3.61606 -4.63481 0.02592 -0.03 0.01 0.05 0.0003
H -2.14306 -3.79939 0.47066 0.01 0.01 0.04 0.0000
H -4.15213 -2.31374 -0.06350 -0.01 -0.02 0.01 0.0002
H -4.07567 -2.87026 -1.72938 -0.05 -0.01 0.01 -0.0005
H -1.77863 -0.43619 -3.26803 -0.05 0.01 -0.07 0.0004
H -2.79822 -1.84326 -3.48700 0.04 0.00 -0.02 -0.0002
H -0.22848 -1.87475 -4.18625 -0.01 0.01 0.01 0.0008
H -0.98481 -3.31879 -3.51110 0.00 0.00 -0.04 -0.0001
H 1.76440 -4.36746 -1.49310 0.04 -0.05 -0.01 0.0000
H 0.81287 -4.56617 -2.95082 0.02 -0.01 0.02 0.0017
H -0.20554 -4.75802 -0.05728 0.06 0.01 0.08 0.0000
H 0.04518 -6.06974 -1.17928 0.01 -0.01 0.00 0.0000
C 5.10618 -0.77180 2.35423 0.15 0.04 0.22 0.0004
Si 3.80267 -1.06484 1.06418 -0.21 0.12 0.01 0.0029
C 4.28083 -0.30387 -0.55490 0.04 0.11 -0.23 -0.0002
C 3.50894 -2.88775 0.88543 0.03 -0.29 -0.03 0.0005
N 2.23727 -0.35697 1.41942 0.07 0.08 0.18 0.0240
C 1.53581 0.08981 2.58430 -0.02 0.29 0.07 0.0070
C -0.82244 0.78351 3.15878 0.08 -0.16 -0.08 0.0091
C -0.53778 1.78361 3.99270 0.16 0.12 0.18 0.0046
C 0.68696 1.98544 4.79726 -0.22 0.04 -0.08 -0.0001
C 1.75807 1.19325 4.86552 0.00 -0.20 -0.15 0.0026
C 1.90659 -0.08083 4.07434 -0.02 -0.06 -0.07 0.0020
H 6.09108 -0.96900 1.91866 -0.04 -0.01 0.05 0.0001
H 4.99273 -1.43382 3.21806 0.01 0.05 -0.04 0.0000
H 5.11019 0.25955 2.71325 0.05 -0.04 0.00 0.0000
H 5.10041 -0.85354 -1.02805 -0.06 0.05 0.02 0.0000
H 4.60626 0.73373 -0.43436 -0.03 -0.07 -0.05 0.0000
H 3.42156 -0.32404 -1.23630 0.09 0.01 0.04 -0.0001
H 4.44858 -3.44948 0.91066 -0.09 0.04 -0.03 0.0000
H 3.02217 -3.08543 -0.07378 -0.03 -0.03 0.05 0.0000
H 2.86982 -3.26496 1.68952 0.08 0.01 -0.07 -0.0001
H -1.79614 0.75712 2.67791 0.04 0.02 -0.02 0.0069
H -1.30067 2.54214 4.12449 0.03 -0.01 0.00 0.0002
H 0.68693 2.87778 5.41286 -0.02 -0.02 -0.02 -0.0001
H 2.56819 1.46975 5.53058 -0.01 -0.01 -0.04 0.0002
H 2.85753 -0.58141 4.25355 0.01 0.05 0.04 0.0001
N 0.66192 0.86031 -2.76207 -0.30 -0.44 -0.39 0.0209
C 1.56087 1.18650 -3.48363 0.27 0.26 0.55 0.0036
N 2.44460 1.45734 -4.26375 0.24 0.05 -0.61 0.0021
C 3.77085 1.45700 -4.31527 -0.12 -0.02 0.23 0.0003
N 4.91793 1.48083 -4.41849 -0.15 -0.01 0.01 0.0009

83
Properties=species:S:1:pos:R:3:forces:R:3:lowdin_spin:R:1 method="wB97M-V/def2-TZVPD" gap_ev="7.531 / 7.548" spin_multiplicity=2 charge=+1 s_squared=0.76 e_lumo_ha="-0.096 / -0.097" relative_energy_ev=0.174 max_force_ha_per_bohr=0.0268
Ti -0.46499 -0.22651 -0.35231 0.11 -1.26 -0.55 0.9156
O -4.35284 3.69894 -3.37159 -0.04 0.01 0.03 0.0003
C -3.59456 2.81249 -2.71569 -0.18 0.21 -0.19 0.0006
C -3.80765 2.44293 -1.39421 -0.14 0.01 0.18 -0.0004
C -2.95104 1.53505 -0.82702 0.01 -0.08 0.18 0.0016
N -1.90892 0.98495 -1.46786 -0.12 0.46 -0.63 0.0120
C -1.75076 1.33920 -2.74431 -0.03 -0.04 -0.07 0.0055
Br -0.35272 0.51626 -3.69743 -0.03 0.06 -0.15 0.0192
C -2.54979 2.23341 -3.41636 0.18 -0.10 -0.12 0.0008
H -5.05076 4.04628 -2.80342 -0.01 0.01 -0.01 0.0000
H -4.62192 2.85926 -0.81317 0.04 -0.04 -0.03 0.0000
H -3.08656 1.21990 0.19650 0.02 0.02 0.11 0.0002
H -2.37565 2.47585 -4.45425 0.00 0.02 0.04 0.0004
C -5.16075 -3.69879 2.05944 0.05 0.02 -0.07 0.0000
C -4.50165 -3.56745 0.73390 0.01 -0.02 0.11 0.0000
N -4.82317 -4.20634 -0.34690 0.40 0.29 -0.16 -0.0002
N -3.92057 -3.74789 -1.26968 -0.38 -0.40 -0.26 -0.0003
C -3.06486 -2.84068 -0.80051 0.12 0.13 -0.10 -0.0002
S -1.80620 -2.09851 -1.67079 -0.21 -0.23 0.07 0.0015
N -3.43345 -2.72894 0.48737 0.11 0.31 0.70 -0.0001
N -2.85958 -1.80410 1.37854 -0.27 -0.02 -0.30 0.0006
H -5.94779 -4.44507 1.98189 0.03 0.03 -0.01 0.0000
H -5.60724 -2.75362 2.37798 0.01 -0.04 -0.03 0.0000
H -4.44672 -4.02205 2.82069 -0.02 0.01 -0.04 0.0000
H -3.94326 -4.09432 -2.21333 0.00 -0.03 -0.03 0.0000
H -1.87206 -2.02379 1.48733 0.27 -0.13 0.09 0.0005
H -3.32434 -1.90761 2.27226 -0.03 -0.01 0.01 0.0000
C 4.74651 1.92975 -0.01792 0.02 -0.03 0.05 0.0006
C 3.70644 3.00486 -0.29975 -0.10 -0.06 0.20 0.0005
N 2.65226 3.01136 0.72868 0.34 0.17 0.07 0.0163
C 2.95968 3.80771 1.93919 -0.10 -0.06 -0.19 0.0008
C 2.33027 5.18820 1.88343 -0.05 0.06 -0.06 0.0007
C 1.54523 2.29184 0.64090 -0.26 0.00 0.37 0.0066
S 1.30680 1.35092 -0.79953 0.14 0.18 0.09 -0.0027
N 0.72067 2.40451 1.72419 0.72 0.33 -0.34 0.0011
C -0.36093 1.72823 1.90057 -0.41 -0.24 0.26 0.0073
O -0.87142 0.88296 1.06832 -0.37 0.76 0.65 -0.0095
C -1.10012 1.89128 3.18370 -0.03 -0.05 -0.23 -0.0003
C -2.16782 1.04244 3.46348 -0.11 -0.04 0.05 0.0014
C -2.85191 1.15031 4.66632 0.09 0.04 -0.08 -0.0002
C -2.47294 2.11714 5.58857 0.03 0.01 0.00 0.0015
C -1.41244 2.97138 5.30733 0.00 -0.01 -0.03 -0.0002
C -0.72430 2.85823 4.10914 0.05 0.08 0.07 0.0011
H 5.46166 1.87077 -0.84089 -0.04 0.02 0.05 0.0001
H 4.26170 0.95821 0.09822 0.02 0.02 -0.03 0.0000
H 5.30015 2.14345 0.89882 -0.03 -0.02 -0.04 0.0000
H 3.25418 2.85419 -1.27211 -0.08 0.02 -0.10 -0.0001
H 4.15566 3.99716 -0.29372 0.00 0.04 0.00 0.0002
H 4.04491 3.87889 1.99266 0.02 -0.02 -0.02 0.0001
H 2.61220 3.26014 2.80714 0.00 -0.07 0.06 0.0002
H 2.67651 5.74678 1.01001 -0.02 -0.03 0.06 0.0000
H 2.59419 5.75828 2.77672 -0.01 -0.04 -0.06 0.0001
H 1.24316 5.10446 1.83190 0.06 0.01 0.02 0.0000
H -2.45025 0.29873 2.72789 0.01 0.06 0.06 0.0001
H -3.67510 0.48240 4.88961 0.02 0.03 -0.02 0.0000
H -3.00284 2.20438 6.52936 0.03 0.00 -0.04 0.0001
H -1.11950 3.72525 6.02700 -0.01 -0.02 -0.02 0.0000
H 0.10759 3.51310 3.87950 -0.05 -0.05 0.03 0.0001
S 2.39227 -0.87371 2.48886 -0.35 -0.05 -0.13 0.0112
C 1.06378 -1.29570 1.68970 0.56 -0.10 0.41 0.0104
N 0.10207 -1.61443 1.07097 0.13 -0.38 0.29 0.0059
C 0.72294 -2.84946 -4.54336 0.09 -0.03 0.06 -0.0001
C 1.35439 -3.43210 -3.27565 -0.13 0.02 -0.15 -0.0014
Sb 1.69779 -1.98462 -1.73697 -0.07 0.35 -0.31 -0.0046
C 3.22942 -0.87554 -2.75563 0.11 -0.12 -0.11 -0.0011
C 4.25154 -1.72273 -3.51865 -0.05 0.10 0.00 -0.0004
C 2.94808 -3.20436 -0.52309 -0.13 -0.23 0.19 -0.0028
C 2.26433 -4.52084 -0.13240 0.10 0.07 0.00 -0.0001
H 0.63987 -3.60623 -5.32720 0.01 0.02 0.04 0.0000
H 1.31912 -2.02645 -4.95406 -0.03 -0.07 0.05 0.0000
H -0.28172 -2.46900 -4.34857 0.03 -0.01 0.01 -0.0001
H 2.32876 -3.87982 -3.48581 -0.07 -0.03 0.01 -0.0002
H 0.71917 -4.20620 -2.84391 -0.01 -0.03 -0.05 0.0000
H 3.70739 -0.27795 -1.97832 0.05 0.05 -0.03 -0.0001
H 2.72763 -0.17337 -3.42553 0.02 0.03 0.02 -0.0001
H 4.79820 -2.39868 -2.85790 -0.05 0.02 -0.02 0.0000
H 4.99354 -1.08531 -4.00789 -0.05 -0.03 0.04 -0.0001
H 3.78275 -2.32739 -4.29957 0.02 0.06 0.07 0.0000
H 3.21586 -2.62770 0.36082 0.03 0.00 0.01 0.0002
H 3.85592 -3.38197 -1.10086 0.00 -0.05 0.04 -0.0003
H 1.30691 -4.34645 0.36553 0.04 0.03 -0.01 -0.0001
H 2.89184 -5.09161 0.55589 -0.02 0.03 -0.03 0.0000
H 2.07777 -5.15454 -1.00219 0.01 0.05 0.02 0.0000

| no. | electronic energy (eV) |
| --- | --- |
| 1 | -165327.9385 |
| 2 | -93959.9658 |
| 3 | -176862.9116 |